Here is the ion C55H61N4O with charge +1 in a non-equilibrium geometry from the OMol25 dataset. Energies are from ωB97M-V with the def2-TZVPD basis set.

Computed properties:
**E_tot**: -2426.4399 Eh
**Net charge**: +1
**HOMO energy**: -9.3 eV
**Energy above the lowest of the compared OMol25 structures with the same formula, charge and spin**: 1.264 eV
**Kohn-Sham gap**: 6.37 eV
**Largest force on an atom**: 2.7 eV Å⁻¹

Each line ends with the Mulliken charge.
Geometry (Å):
C: -7.0328 -0.2497 -1.9716  -0.7285
O: -6.6558 -0.3590 -0.5804  -0.4875
C: -5.4411 -0.8897 -0.2735  0.5170
C: -4.5197 -1.3358 -1.2460  -0.6231
C: -3.2255 -1.6118 -0.8555  0.5822
C: -2.8275 -1.7052 0.4838  -0.6626
C: -1.4480 -2.0952 0.7586  -0.6530
N: -0.7877 -1.4654 1.8161  1.6989
C: -1.1315 -0.2549 2.5004  -0.3097
C: -1.1172 -0.1954 3.9111  0.7128
C: -0.4801 -1.2348 4.8422  1.0090
C: -1.5663 -2.0978 5.4823  -1.4216
C: 0.4065 -0.5944 5.9219  -1.6806
C: -1.7908 0.8651 4.5174  -0.5116
C: -2.3191 1.9108 3.7733  -1.5707
C: -2.1136 1.9500 2.3979  -0.4034
C: -1.4669 0.9006 1.7518  0.0038
C: -1.0371 1.0980 0.2978  2.0958
C: 0.2532 1.9184 0.2157  -1.5915
C: -2.1393 1.7587 -0.5303  -1.8864
N: 0.3648 -2.0817 2.0958  -1.6062
N: 0.5146 -3.0176 1.1305  1.9214
C: 1.7744 -3.7286 1.1631  0.5033
C: 2.0607 -4.4957 2.3131  -0.0967
C: 1.0402 -4.6910 3.4380  2.0707
C: 1.6786 -4.8482 4.8254  -1.8930
C: 0.0566 -5.8185 3.1610  -1.3187
C: 3.3373 -5.0277 2.4539  -0.4615
C: 4.3500 -4.7074 1.5518  -1.3831
C: 4.1047 -3.8045 0.5226  -0.7634
C: 2.8336 -3.2594 0.3541  -0.4414
C: 2.7199 -2.0079 -0.5260  2.1546
C: 3.1505 -2.2601 -1.9658  -1.5548
C: 3.5411 -0.8529 0.0652  -1.6529
C: -0.5792 -3.0393 0.2553  0.6324
C: -0.8000 -4.2433 -0.6368  -1.8177
C: -3.7900 -1.3020 1.4625  0.3684
C: -5.0637 -0.9229 1.0948  -1.1890
H: -8.0315 0.1853 -1.9449  0.2564
H: -6.3476 0.4108 -2.5218  0.3142
H: -7.0692 -1.2360 -2.4544  0.2867
H: -4.8078 -1.4077 -2.2979  0.2743
H: -2.4358 -1.7353 -1.5892  0.0359
H: 0.1600 -1.8582 4.2081  -0.1374
H: -2.2190 -2.5329 4.7150  0.3183
H: -1.1335 -2.9174 6.0694  0.4174
H: -2.1936 -1.4876 6.1479  0.3578
H: 1.1516 0.0750 5.4789  0.3974
H: -0.1894 -0.0143 6.6381  0.3203
H: 0.9424 -1.3692 6.4823  0.4463
H: -1.8877 0.8620 5.6030  0.3720
H: -2.8561 2.7189 4.2670  0.4117
H: -2.4374 2.8158 1.8192  0.3641
H: -0.8368 0.1009 -0.1137  -0.6735
H: 1.0449 1.4754 0.8309  0.3651
H: 0.6040 1.9630 -0.8214  0.4409
H: 0.0730 2.9436 0.5671  0.3523
H: -3.1245 1.3415 -0.2937  0.3174
H: -2.1569 2.8410 -0.3432  0.5296
H: -1.9528 1.5979 -1.5993  0.3676
H: 0.4690 -3.7551 3.4791  -0.7595
H: 2.3944 -4.0408 5.0272  0.4444
H: 0.8945 -4.8055 5.5934  0.3403
H: 2.1967 -5.8118 4.9238  0.5305
H: -0.4416 -5.6714 2.1966  0.1866
H: 0.5743 -6.7874 3.1433  0.3355
H: -0.7062 -5.8427 3.9496  0.3825
H: 3.5521 -5.6519 3.3237  0.3250
H: 5.3531 -5.1010 1.7087  0.3901
H: 4.9173 -3.4410 -0.1081  0.4377
H: 1.6621 -1.7141 -0.5359  -0.9177
H: 2.5597 -3.0648 -2.4117  0.2767
H: 2.9945 -1.3554 -2.5683  0.4443
H: 4.2090 -2.5475 -2.0234  0.3649
H: 3.2459 -0.6476 1.1015  0.3472
H: 4.6126 -1.0993 0.0644  0.3430
H: 3.3940 0.0581 -0.5281  0.4458
H: -0.0632 -5.0110 -0.3213  1.1097
H: -1.7585 -4.6212 -0.2100  0.9347
H: -3.5104 -1.2588 2.5175  0.4961
H: -5.8106 -0.6139 1.8276  0.4935
C: 4.0273 -7.7349 -5.1064  -0.9588
N: 2.6594 -7.4053 -5.4153  0.0683
C: 2.1870 -8.0483 -6.6228  -1.1042
C: 1.8305 -6.7421 -4.5572  1.4368
C: 2.2941 -6.0141 -3.4250  -0.9698
C: 1.4160 -5.2724 -2.6223  -0.4148
C: 0.0450 -5.2043 -2.9224  -0.7082
C: -0.9992 -4.3600 -2.1362  3.2278
C: -2.3658 -5.0730 -2.3064  -2.5768
C: -3.3103 -4.2569 -2.9421  1.4016
C: -4.6136 -4.7066 -3.1401  -0.5612
C: -4.9071 -6.0320 -2.8216  -0.8197
C: -3.9290 -6.8758 -2.2710  -1.1047
C: -2.6592 -6.3808 -1.9503  0.3796
C: -2.6203 -3.0553 -3.4342  -0.1541
C: -1.2748 -3.0804 -2.9804  -0.3332
C: -0.3974 -2.1329 -3.5016  -0.2738
C: -0.9231 -1.0300 -4.2001  -1.0223
C: -2.2828 -0.9480 -4.5301  -1.0426
C: -3.1252 -2.0148 -4.2206  -0.0305
C: -0.3981 -5.9224 -4.0466  -0.1936
C: 0.4408 -6.7096 -4.8156  -1.0730
H: 4.4640 -7.0361 -4.3948  0.3124
H: 4.1154 -8.7573 -4.7083  0.3241
H: 4.5894 -7.7010 -6.0448  0.3176
H: 1.4515 -7.4352 -7.1516  0.3687
H: 3.0645 -8.1896 -7.2627  0.3149
H: 1.7452 -9.0366 -6.4263  0.3293
H: 3.3641 -6.0041 -3.2093  0.0838
H: 1.8117 -4.7395 -1.7500  0.3753
H: -5.3701 -4.0168 -3.5126  0.4451
H: -5.9054 -6.4226 -2.9915  0.4285
H: -4.1532 -7.9246 -2.0823  0.4535
H: -1.8818 -6.9941 -1.4879  0.4824
H: 0.6813 -2.2794 -3.4102  0.5907
H: -0.2593 -0.2201 -4.5044  0.4567
H: -2.6768 -0.0681 -5.0456  0.4386
H: -4.1592 -2.0554 -4.5740  0.6213
H: -1.4556 -5.9143 -4.3191  0.4074
H: -0.0016 -7.2773 -5.6311  0.4297

Atomic forces in eV per Å
C 0.13 -0.10 0.46
O 0.42 -0.47 -0.14
C 0.43 -0.13 -0.38
C -0.85 0.63 0.24
C 0.69 -0.48 0.52
C -1.27 0.77 -0.72
C -0.10 1.41 1.25
N 1.75 -1.98 -0.63
C -0.06 1.25 0.95
C -0.38 -0.37 0.21
C -0.06 -0.16 -0.47
C -0.19 -0.13 -0.02
C 0.01 0.15 -0.16
C 0.14 0.28 -0.11
C -0.12 -0.02 -0.03
C 0.22 -0.06 0.27
C 0.20 -0.20 -0.29
C -0.46 -0.56 0.13
C 0.08 -0.03 0.20
C -0.08 -0.03 -0.21
N -0.27 0.14 -2.46
N -1.40 1.92 0.81
C 1.23 0.49 0.72
C -0.46 -0.45 0.09
C -0.03 0.44 0.00
C 0.07 0.00 -0.10
C -0.05 -0.19 -0.05
C 0.17 0.04 -0.11
C -0.03 -0.02 -0.05
C -0.10 -0.24 0.26
C -0.22 0.47 -0.14
C -0.35 -0.30 -0.03
C -0.09 -0.12 -0.29
C -0.04 -0.06 0.27
C 1.09 -0.74 0.58
C -0.28 -0.77 2.01
C 0.71 -0.55 -0.11
C -0.34 0.25 -0.60
H 0.15 -0.07 -0.09
H -0.11 -0.16 0.21
H 0.00 0.21 0.16
H 0.27 0.28 0.42
H -0.41 -0.12 -0.01
H -0.13 0.08 0.48
H 0.06 0.00 0.15
H -0.06 0.18 -0.08
H 0.13 -0.20 -0.13
H -0.11 -0.08 0.07
H 0.15 -0.14 -0.13
H -0.16 0.09 -0.11
H 0.07 0.10 -0.29
H 0.11 -0.18 -0.09
H 0.14 -0.25 0.20
H 0.02 0.23 -0.14
H -0.07 0.10 -0.09
H -0.07 0.03 0.14
H 0.09 -0.23 -0.06
H 0.13 0.06 -0.06
H -0.08 -0.24 -0.12
H -0.02 0.12 0.18
H 0.05 -0.35 0.11
H -0.11 -0.20 -0.03
H 0.18 -0.06 -0.20
H -0.14 0.23 0.07
H -0.01 -0.12 0.09
H -0.16 0.18 -0.03
H 0.12 -0.07 -0.21
H 0.01 0.24 -0.37
H -0.22 0.05 -0.09
H -0.20 -0.18 0.22
H 0.14 0.11 -0.09
H 0.22 0.21 -0.04
H 0.15 -0.17 0.13
H -0.22 0.14 -0.03
H 0.06 0.01 -0.16
H -0.28 0.09 -0.03
H 0.04 -0.20 0.11
H -0.19 0.48 -0.18
H 0.58 0.15 -0.10
H -0.18 -0.18 -0.26
H 0.34 -0.04 -0.13
C 0.15 -0.13 0.07
N 0.34 0.01 -0.23
C -0.12 -0.10 0.05
C -0.40 0.44 0.37
C -0.11 -0.07 -0.23
C -0.41 -0.26 -0.25
C 0.33 -0.02 0.23
C -0.57 -0.06 -2.56
C -0.13 0.34 -0.10
C 0.43 -0.45 -0.04
C 0.16 -0.05 0.17
C 0.16 -0.03 0.18
C 0.14 0.19 0.15
C -0.26 0.18 -0.08
C 0.12 0.33 0.29
C -0.43 -0.13 -0.68
C -0.18 -0.02 0.28
C -0.05 0.01 0.04
C 0.25 -0.09 0.13
C 0.19 -0.39 0.30
C -0.02 -0.10 0.12
C 0.03 0.36 0.19
H 0.04 -0.12 -0.16
H 0.04 0.15 0.06
H 0.17 0.09 0.29
H 0.16 -0.05 0.07
H -0.36 -0.01 -0.05
H 0.00 0.10 -0.06
H -0.46 0.03 0.13
H -0.13 -0.36 -0.30
H 0.08 -0.33 -0.15
H 0.12 0.05 -0.02
H -0.06 0.27 0.01
H -0.35 -0.01 -0.18
H -0.28 0.31 0.23
H -0.11 -0.29 -0.01
H 0.23 -0.36 0.06
H 0.32 0.12 0.12
H 0.36 0.05 0.09
H 0.21 0.14 0.19